(1)
A molecular structure, C23H51IrN2O2P2SSi, computed with wB97M-V/def2-TZVPD.

Properties
LUMO	-6.22	eV
total charge	+2
2S+1	1

CARTESIAN COORDINATES (ANGSTROEM)
Ir: -0.55891 0.06173 0.49039
C: -3.01706 -2.27831 -1.41858
C: -1.78283 -2.79708 -0.74906
C: -1.40735 -4.11097 -0.92244
C: -0.27116 -4.59841 -0.27505
C: 0.46893 -3.77881 0.54321
C: 0.04025 -2.45218 0.71065
N: -1.06905 -1.98445 0.06181
N: 0.60046 -1.46539 1.43552
Si: 1.63089 -1.82280 2.82760
C: 1.46149 -0.37579 3.99397
C: 3.42216 -2.06783 2.38170
C: 0.93189 -3.34255 3.68808
H: -3.88452 -2.86525 -1.11500
H: -2.93873 -2.36501 -2.50338
H: -3.20363 -1.24234 -1.16353
H: -2.00581 -4.75336 -1.55248
H: 0.02907 -5.62806 -0.42110
H: 1.36175 -4.13143 1.03973
H: 1.53888 0.56171 3.45474
H: 2.28111 -0.38254 4.71722
H: 0.54400 -0.39395 4.59264
H: 3.90454 -1.09974 2.25196
H: 3.54596 -2.64177 1.46036
H: 3.94050 -2.60854 3.17643
H: 0.05077 -3.75566 3.19316
H: 0.64736 -3.09303 4.71231
H: 1.66463 -4.14931 3.75203
C: 1.30053 2.66546 2.26037
P: 0.29933 2.18990 0.83399
C: 1.17774 3.02336 -0.52323
C: -1.16573 3.27557 0.97859
C: -1.98666 3.10377 -0.29931
P: -2.22576 1.30934 -0.57797
C: -3.85669 1.03080 0.17768
C: -2.47001 1.15088 -2.37070
H: 1.45856 3.74398 2.20131
H: 2.26192 2.15888 2.20596
H: 0.80750 2.44454 3.20536
H: 1.05854 4.09742 -0.36989
H: 0.78833 2.78384 -1.50835
H: 2.23239 2.76953 -0.48286
H: -0.84800 4.31028 1.11496
H: -1.73623 2.98582 1.86496
H: -1.45094 3.51809 -1.15556
H: -2.94911 3.61292 -0.24460
H: -4.61815 1.56059 -0.39605
H: -3.84732 1.43243 1.19236
H: -4.12187 -0.02237 0.22207
H: -3.42353 1.60234 -2.64697
H: -2.47078 0.11210 -2.68967
H: -1.67351 1.67769 -2.89683
C: -2.88995 -0.59722 4.10186
C: -2.35150 -0.91847 2.73522
O: -1.48725 0.20905 2.28981
H: -3.52306 -1.42154 4.43171
H: -3.48864 0.31245 4.09526
H: -2.08586 -0.49447 4.83302
H: -3.12249 -0.98367 1.97437
H: -1.73886 -1.81754 2.71477
H: -0.75869 0.24732 2.93543
C: 6.57016 0.82738 -2.98091
C: 6.30704 -0.46334 -2.21304
C: 5.51956 -0.26081 -0.92051
S: 3.83917 0.31731 -1.23005
O: 3.21493 0.69285 0.09169
C: 3.05101 -1.26664 -1.63298
C: 1.75094 -1.08409 -2.42382
C: 0.68772 -0.13520 -1.85865
H: 7.16981 0.62791 -3.86727
H: 7.11915 1.54103 -2.36438
H: 5.64684 1.30626 -3.30945
H: 7.25599 -0.92384 -1.93347
H: 5.80257 -1.19408 -2.85166
H: 5.96509 0.52468 -0.30531
H: 5.44830 -1.16967 -0.32294
H: 2.86978 -1.71372 -0.65255
H: 3.75032 -1.88721 -2.19297
H: 1.29945 -2.06701 -2.56902
H: 1.99664 -0.70141 -3.41642
H: 0.48767 -0.45123 -0.78698
H: -0.23905 -0.23654 -2.41297
H: 1.01592 0.89061 -1.89763

(2)
2 unconnected molecules or ions with the total composition C23H51N2O3PSi, computed with wB97M-V/def2-TZVPD.

Properties
LUMO	0.15	eV
total charge	0
2S+1	1

CARTESIAN COORDINATES (ANGSTROEM)
C: -8.39988 2.36774 -3.88012
C: -7.01522 2.58099 -4.79372
C: -6.58610 1.21822 -5.59235
C: -5.72570 0.12952 -4.72747
C: -5.06745 0.68884 -3.33679
C: -6.07390 0.70603 -2.04295
C: -5.52738 -0.09923 -0.72397
C: -4.00262 0.31029 -0.26801
C: -3.74014 -0.48286 1.18097
C: -2.10328 -0.68357 1.28327
C: -1.80090 -2.22070 0.73847
C: -0.24172 -2.39843 0.20768
C: 0.66117 -3.36418 1.21447
C: 1.84682 -2.41521 1.83151
C: 3.21868 -3.20325 2.26027
Si: 4.65791 -1.86961 2.16325
C: 6.22001 -2.43799 3.21000
C: 7.38175 -1.26419 2.99589
C: 8.83532 -1.85197 2.51893
C: 9.06774 -1.90951 0.89756
O: 8.67283 -0.69623 0.16481
C: 9.25098 -0.66002 -1.19527
O: 9.95485 0.45518 -1.52233
P: 3.77166 0.01529 2.87399
N: 4.66803 1.31660 2.50434
H: -8.71760 1.22303 -3.85817
H: -9.27695 2.95575 -4.38671
H: -8.26958 2.74709 -2.77802
H: -7.34207 3.36562 -5.63257
H: -6.15241 3.10617 -4.19679
H: -7.60479 0.67458 -5.89587
H: -6.06885 1.48099 -6.63252
H: -4.81034 -0.19981 -5.41971
H: -6.32449 -0.87259 -4.52226
H: -4.17455 -0.05562 -3.06667
H: -4.54621 1.72202 -3.56959
H: -7.11970 0.28215 -2.43061
H: -6.22782 1.85139 -1.75459
H: -5.68682 -1.25440 -0.90761
H: -6.23910 0.19192 0.17733
H: -3.86221 1.47408 -0.09297
H: -3.26568 -0.12276 -1.06952
H: -4.32573 -1.52039 1.15837
H: -4.20033 0.16457 2.04048
H: -1.62713 0.08691 0.54078
H: -1.69325 -0.47659 2.36028
H: -2.10052 -2.95811 1.59630
H: -2.49194 -2.44830 -0.20499
H: -0.24434 -2.84018 -0.87967
H: 0.18969 -1.29125 0.12934
H: 1.13099 -4.29517 0.65075
H: -0.05126 -3.75755 2.08755
H: 2.16405 -1.63295 0.98770
H: 1.46663 -1.82433 2.79342
H: 3.44043 -4.11751 1.54298
H: 3.15504 -3.62104 3.35524
H: 5.04993 -1.84945 0.73783
H: 5.94934 -2.41047 4.37046
H: 6.60537 -3.50116 2.90113
H: 7.49940 -0.58353 3.95670
H: 6.97780 -0.57046 2.14475
H: 9.66458 -1.14543 2.99359
H: 8.90774 -2.96064 2.93826
H: 10.24478 -2.02394 0.73519
H: 8.57950 -2.87914 0.41711
H: 9.10636 -1.55646 -1.94800
H: 2.44535 0.27007 2.29488
H: 3.64927 -0.04860 4.30946
H: 5.50757 1.02736 1.95618
C: 0.69901 4.53913 1.89888
N: -0.23684 3.88300 1.00986
C: 0.22686 2.77595 0.19981
C: -1.55348 4.27914 0.91105
O: -2.39572 3.77026 0.18227
H: 1.52477 4.94400 1.30655
H: 1.08392 3.80427 2.61187
H: 0.21768 5.35333 2.44714
H: 0.07640 3.02021 -0.85616
H: -0.36219 1.88627 0.44253
H: 1.28590 2.57839 0.38510
H: -1.79994 5.12845 1.56942

(3)
10 unconnected molecules or ions with the total composition C23H52BF22N5O9P2, computed with wB97M-V/def2-TZVPD.

Properties
LUMO	-2.36	eV
total charge	0
2S+1	1

CARTESIAN COORDINATES (ANGSTROEM)
C: 23.99211 4.53857 -24.30775
C: 24.38016 5.14593 -25.59703
O: 23.76549 5.90749 -26.27264
N: 25.81093 4.89134 -26.03196
H: 26.52951 4.62528 -25.32994
H: 25.79694 4.00083 -26.55422
C: 26.38436 5.88411 -26.98274
H: 23.45469 3.59622 -24.40722
H: 23.44528 5.30135 -23.75388
H: 24.88199 4.42820 -23.68043
H: 25.69541 5.99298 -27.81269
H: 27.35510 5.51849 -27.30213
H: 26.48759 6.83234 -26.46446
C: 24.35873 11.01724 -23.36561
C: 24.58513 11.23475 -21.90238
O: 23.85270 11.75954 -21.14857
N: 25.91276 10.71436 -21.42442
H: 26.04720 9.75146 -21.80897
H: 26.69398 11.29314 -21.73454
C: 26.06706 10.67070 -19.91645
H: 23.39059 11.43888 -23.61808
H: 24.42947 9.94591 -23.56820
H: 25.10295 11.56656 -23.94872
H: 26.66712 9.80379 -19.64880
H: 25.09430 10.45222 -19.47367
H: 26.50793 11.59964 -19.58044
C: 21.58059 8.16311 -23.92905
C: 21.43466 9.46013 -24.65727
O: 21.12905 10.48900 -24.18741
N: 21.44920 9.30082 -26.19930
H: 22.42957 9.16073 -26.46630
H: 20.99368 8.42340 -26.46601
C: 20.79169 10.43742 -26.88729
H: 20.60644 7.83522 -23.57610
H: 22.30338 8.25330 -23.11544
H: 21.99890 7.41810 -24.61531
H: 19.75419 10.18770 -27.09720
H: 21.22991 10.59328 -27.87199
H: 20.83953 11.35667 -26.31782
C: 32.44945 6.87622 -23.99793
C: 31.43759 7.95608 -23.95479
O: 31.66477 9.10335 -23.78781
N: 30.00837 7.47420 -23.86858
H: 29.60798 7.76849 -24.76341
H: 29.98560 6.45106 -23.89500
C: 29.31764 8.02925 -22.70087
H: 33.40464 7.12942 -23.55638
H: 32.53992 6.47823 -25.01896
H: 32.13670 5.93850 -23.51502
H: 28.30546 7.62396 -22.70297
H: 29.21830 9.11100 -22.76111
H: 29.76071 7.77452 -21.74366
C: 21.79166 3.93550 -15.47938
C: 22.57675 4.90680 -16.31635
O: 23.67466 5.26270 -16.10997
N: 21.83522 5.40059 -17.54253
H: 21.15321 4.70864 -17.86479
H: 21.29902 6.28180 -17.52224
C: 22.78573 5.55734 -18.70424
H: 21.50018 3.00545 -15.95877
H: 20.94063 4.52910 -15.11978
H: 22.38715 3.71842 -14.59735
H: 23.05198 6.60983 -18.69944
H: 22.22533 5.41237 -19.62720
H: 23.70168 4.97991 -18.76574
C: 21.47661 1.88784 -21.45530
O: 20.77175 2.77416 -22.43638
O: 21.00532 0.72501 -21.50805
C: 22.99035 1.97709 -21.73109
F: 23.67526 1.16624 -20.93193
F: 23.29563 1.66471 -23.01338
F: 23.50901 3.23061 -21.53593
C: 20.94177 4.14905 -22.30707
C: 20.19112 4.81423 -23.44443
H: 20.09997 5.88019 -23.23466
H: 20.72225 4.58835 -24.37508
H: 19.21882 4.34446 -23.61539
H: 21.97202 4.48810 -22.47614
H: 20.66668 4.46767 -21.28726
H: 21.27579 2.39586 -20.46160
C: 28.96372 5.03349 -18.86162
O: 27.98519 3.97130 -18.78743
O: 29.97609 4.84567 -18.09301
C: 29.40715 5.00530 -20.32612
F: 30.22648 6.05021 -20.66262
F: 30.04768 3.89225 -20.66534
F: 28.37313 5.14642 -21.22297
C: 26.84968 4.24366 -18.03507
C: 25.81365 3.17495 -18.31311
H: 26.14523 2.15105 -18.11923
H: 24.89348 3.25630 -17.73187
H: 25.61823 3.20674 -19.39146
H: 26.44092 5.21890 -18.33540
H: 27.07606 4.26779 -16.95995
H: 28.47378 6.03012 -18.69917
P: 25.02967 7.16342 -21.61747
F: 25.93516 5.90222 -21.88433
F: 23.66869 6.30292 -21.78464
F: 25.03211 6.82799 -20.06810
F: 24.12918 8.51400 -21.40353
F: 26.30830 8.19224 -21.41124
F: 25.04776 7.47360 -23.24078
P: 22.58105 9.66376 -17.56286
F: 23.38529 10.98668 -17.11119
F: 21.38999 10.55604 -18.17044
F: 23.37090 9.66745 -18.97698
F: 21.80669 8.29299 -18.06469
F: 23.73521 8.71354 -16.92878
F: 21.78029 9.61887 -16.16670
B: 28.77928 4.72111 -24.75789
F: 27.70004 5.49207 -24.20773
F: 28.21185 3.59952 -25.37727
F: 29.45111 5.54435 -25.69776
F: 29.62217 4.37198 -23.72593

(4)
A molecular structure, C23H52BF2MnN14, computed with wB97M-V/def2-TZVPD.

Properties
LUMO (spin up / spin down)	-10.17 / -9.27	eV
total charge	+3
2S+1	2

CARTESIAN COORDINATES (ANGSTROEM)
Mn: -0.20906 -0.24797 0.02748
C: 2.98977 -3.47226 -0.61584
N: 2.24536 -3.18371 -1.84096
C: 2.61630 -4.00227 -2.99920
C: 1.38208 -2.16732 -1.92644
N: 0.54785 -1.87587 -0.89048
C: 0.08885 -3.02075 -0.08344
C: -1.40644 -3.08014 -0.29401
N: -1.95080 -1.76809 0.10448
C: -2.42799 -1.76579 1.50001
C: -1.76803 -0.65949 2.28663
N: -0.31983 -0.75509 2.17541
C: 0.35783 -0.96397 3.29846
N: 1.69020 -0.99113 3.38734
C: 2.57302 -0.75350 2.26830
C: 2.34712 -1.36207 4.65097
N: -0.31619 -1.16038 4.49109
C: -0.84855 -2.46513 4.85157
C: -0.43807 -0.07479 5.45208
C: -2.94154 -1.25009 -0.84825
C: -2.96030 0.24750 -0.76606
N: -1.59123 0.75896 -0.95867
C: -1.45249 1.94293 -1.62098
N: -0.50269 2.83365 -1.25109
C: 0.28610 3.54766 -2.27855
C: -1.00583 2.59070 1.20616
N: -2.23282 2.25996 -2.65747
C: -2.80048 1.26802 -3.57444
C: -2.52318 3.64836 -3.03571
N: 1.33646 -1.46453 -3.06944
C: 0.07389 -0.95681 -3.60868
C: 2.55091 -1.17858 -3.84549
H: 2.80775 -4.49198 -0.27512
H: 4.05642 -3.37311 -0.82231
H: 2.71904 -2.76579 0.16307
H: 2.54380 -5.05016 -2.71003
H: 1.93361 -3.82424 -3.82398
H: 3.63992 -3.80945 -3.32160
H: 0.54886 -3.95400 -0.40066
H: 0.31580 -2.86391 0.97051
H: -1.60934 -3.25967 -1.34844
H: -1.84779 -3.90171 0.27246
H: -3.51408 -1.65396 1.54519
H: -2.17704 -2.71951 1.96204
H: -2.08336 0.32184 1.91329
H: -2.11122 -0.72693 3.31774
H: 1.99231 -0.53967 1.38945
H: 3.23401 0.09054 2.47388
H: 3.19323 -1.63126 2.07959
H: 2.06864 -0.69540 5.46240
H: 2.11156 -2.38667 4.93324
H: 3.42125 -1.28497 4.50630
H: -0.69772 -3.17451 4.03701
H: -0.35027 -2.85795 5.74199
H: -1.91817 -2.40959 5.07584
H: 0.17085 0.77589 5.14409
H: -1.47608 0.26144 5.54497
H: -0.11137 -0.39667 6.44418
H: -2.63772 -1.54899 -1.85152
H: -3.94140 -1.65210 -0.66341
H: -3.67237 0.65348 -1.47834
H: -3.31196 0.55964 0.22402
H: 0.17123 3.03761 -3.23034
H: -0.01755 4.58716 -2.37952
H: 1.33213 3.51447 -1.99669
H: -2.02200 2.30680 0.96556
H: 0.83006 1.68322 1.49495
H: -0.88529 3.08494 2.16076
H: -2.45131 0.26966 -3.33362
H: -3.89013 1.28891 -3.54954
H: -2.48157 1.51362 -4.58799
H: -2.32400 4.31779 -2.20510
H: -1.95082 3.95895 -3.90908
H: -3.58192 3.71044 -3.28386
H: -0.60142 -1.78392 -3.83511
H: -0.41519 -0.27174 -2.92565
H: 0.28889 -0.43209 -4.53606
H: 3.43259 -1.43147 -3.26352
H: 2.56910 -1.72226 -4.78957
H: 2.58031 -0.11131 -4.05730
N: 1.99435 5.77954 0.69054
C: 0.91051 5.03670 0.42626
N: -0.25936 5.69756 0.21948
N: 1.04789 3.73580 0.36901
C: -0.04068 2.92286 0.12142
N: 0.05217 1.61353 0.84253
H: 1.97073 6.78404 0.67389
H: 2.88765 5.32135 0.73913
H: -0.32415 6.68243 0.42025
H: -1.12405 5.18736 0.23919
F: 1.45200 1.07972 -2.07193
B: 1.48345 0.38150 -0.95858
F: 2.67895 0.08823 -0.49012

Maximum force in eV Å⁻¹, matching the order above: 0.94; 9.44; 2.44; 2.10
Electronic energy in Eh, matching the order above: -2641.2803; -1872.5893; -4763.4955; -3048.9073